Entry w
# H20O10

A 10-piece molecular cluster, H20O10 overall (ωB97M-V/def2-TZVPD, the Open Molecules 2025 dataset).

Values from the calculation:
Structure (SMILES): O.O.O.O.O.O.O.O.O.O
HOMO energy in eV: -10.34
Multiplicity: 1
Frontier orbital gap in eV: 10.14

Atoms and positions in Å:
O: -19.215 -18.610 4.102
H: -19.419 -19.438 4.566
H: -19.971 -18.599 3.509
O: -21.030 -18.305 2.327
H: -21.671 -17.914 2.866
H: -20.920 -17.609 1.722
O: -25.566 -19.311 2.860
H: -24.630 -19.369 2.635
H: -26.002 -19.525 2.055
O: -21.935 -22.010 4.779
H: -22.084 -22.476 5.621
H: -22.703 -21.405 4.677
O: -22.476 -18.902 -1.077
H: -22.958 -18.264 -1.561
H: -21.764 -18.413 -0.650
O: -23.707 -21.133 -0.652
H: -24.593 -20.923 -0.328
H: -23.228 -20.310 -0.691
O: -23.014 -20.022 2.038
H: -23.160 -20.697 1.346
H: -22.170 -19.644 1.947
O: -21.418 -22.477 -1.013
H: -22.261 -22.199 -0.687
H: -21.362 -23.434 -0.850
O: -22.300 -18.140 4.781
H: -21.906 -18.150 5.687
H: -22.669 -18.970 4.578
O: -24.121 -20.389 4.890
H: -24.435 -20.119 5.743
H: -24.831 -20.172 4.291

In the Löwdin picture, each atom carries the following charge in e:
1 O -0.0810
2 H 0.0352
3 H -0.0565
4 O 0.0072
5 H 0.0179
6 H 0.0664
7 O -0.0408
8 H -0.0038
9 H 0.0316
10 O -0.0944
11 H 0.0345
12 H -0.0224
13 O 0.0051
14 H 0.0514
15 H 0.0708
16 O -0.0604
17 H 0.0664
18 H -0.0328
19 O -0.0299
20 H 0.0527
21 H -0.0152
22 O -0.0646
23 H -0.0443
24 H 0.0445
25 O -0.0376
26 H 0.0898
27 H -0.0301
28 O -0.0404
29 H 0.0691
30 H 0.0115

Entry x
# H20O10

A 10-piece molecular cluster, H20O10 overall (ωB97M-V/def2-TZVPD, the Open Molecules 2025 dataset).

Values from the calculation:
Structure (SMILES): O.O.O.O.O.O.O.O.O.O
HOMO energy in eV: -10.80
Multiplicity: 1
Frontier orbital gap in eV: 10.71

Atoms and positions in Å:
O: 0.515 -20.214 -14.530
H: 0.265 -19.361 -14.882
H: -0.307 -20.601 -14.229
O: -0.428 -17.306 -14.590
H: -0.887 -17.041 -13.793
H: -0.914 -16.884 -15.299
O: 2.142 -16.003 -14.495
H: 1.404 -16.569 -14.269
H: 2.690 -16.541 -15.066
O: -1.613 -14.497 -16.370
H: -2.219 -15.110 -15.953
H: -2.177 -13.888 -16.846
O: -3.491 -16.186 -15.344
H: -4.302 -15.840 -15.716
H: -3.693 -17.097 -15.133
O: -0.521 -15.914 -12.180
H: -0.422 -15.048 -12.575
H: 0.247 -16.011 -11.617
O: -0.202 -14.004 -14.152
H: -0.581 -14.203 -15.008
H: 0.707 -14.297 -14.218
O: -2.603 -17.227 -10.662
H: -1.845 -16.816 -11.077
H: -3.298 -17.166 -11.318
O: -2.729 -13.938 -12.876
H: -1.919 -14.287 -13.247
H: -2.935 -13.179 -13.421
O: -4.092 -18.443 -13.921
H: -4.551 -19.115 -13.418
H: -3.186 -18.750 -13.961

In the Löwdin picture, each atom carries the following charge in e:
1 O -0.0547
2 H -0.0123
3 H 0.0223
4 O -0.0360
5 H 0.0228
6 H 0.0416
7 O -0.0491
8 H -0.0112
9 H 0.0426
10 O -0.0362
11 H -0.0188
12 H 0.0656
13 O -0.0360
14 H 0.0678
15 H 0.0059
16 O -0.0394
17 H 0.0103
18 H 0.0797
19 O -0.0558
20 H -0.0070
21 H 0.0349
22 O -0.0583
23 H -0.0227
24 H 0.0154
25 O -0.0462
26 H -0.0355
27 H 0.0345
28 O -0.0310
29 H 0.0629
30 H 0.0440

Entry y
# H20O10

A 10-piece molecular cluster, H20O10 overall (ωB97M-V/def2-TZVPD, the Open Molecules 2025 dataset).

Values from the calculation:
Structure (SMILES): O.O.O.O.O.O.O.O.O.O
HOMO energy in eV: -8.22
Multiplicity: 1
Frontier orbital gap in eV: 8.15

Atoms and positions in Å:
H: 1.265 -0.460 0.162
H: -0.108 -1.015 -0.179
H: -5.469 -1.780 -1.028
H: -4.269 -1.110 -0.378
H: -2.344 2.704 0.912
H: -1.876 1.373 1.478
H: 1.248 0.568 4.244
H: 0.127 0.267 3.263
H: 0.064 1.971 -3.279
H: 0.267 3.437 -2.934
H: 3.429 2.136 -1.758
H: 4.793 2.043 -2.422
H: 3.658 -2.916 1.475
H: 3.663 -1.866 0.376
H: -0.495 0.771 0.018
H: -0.852 2.243 0.139
H: -0.936 -3.647 2.323
H: 0.301 -4.193 1.630
H: -1.630 -0.380 -2.061
H: -0.143 -0.574 -1.815
O: 0.382 -0.583 0.529
O: -4.964 -1.756 -0.207
O: -2.470 1.753 0.820
O: 0.949 0.763 3.349
O: -0.131 2.860 -3.596
O: 3.986 1.538 -2.269
O: 3.274 -2.065 1.236
O: -0.941 1.486 -0.450
O: 0.025 -3.678 2.396
O: -0.804 0.109 -1.973

In the Löwdin picture, each atom carries the following charge in e:
1 H 0.0668
2 H 0.0370
3 H 0.0348
4 H 0.0234
5 H 0.0548
6 H 0.0481
7 H 0.0364
8 H 0.0241
9 H 0.0046
10 H 0.0260
11 H 0.0304
12 H 0.0346
13 H 0.0372
14 H 0.0327
15 H -0.0160
16 H 0.0459
17 H 0.0320
18 H 0.0304
19 H 0.0698
20 H 0.0400
21 O -0.0293
22 O -0.0602
23 O -0.0781
24 O -0.0624
25 O -0.0643
26 O -0.0645
27 O -0.0543
28 O -0.1625
29 O -0.0611
30 O -0.0558

Which of them is the most stable? Correct choice: entry x.

Entry w
# H20O10

A 10-piece molecular cluster, H20O10 overall (ωB97M-V/def2-TZVPD, the Open Molecules 2025 dataset).

Values from the calculation:
Structure (SMILES): O.O.O.O.O.O.O.O.O.O
HOMO energy in eV: -10.09
Multiplicity: 1
Frontier orbital gap in eV: 9.56

Atoms and positions in Å:
O: 0.708 -0.160 -3.964
H: 0.173 -0.506 -3.248
H: 1.412 0.319 -3.527
O: -0.575 1.814 -1.849
H: -0.934 2.585 -2.287
H: -1.182 1.107 -2.069
O: -2.027 1.097 0.792
H: -2.106 0.152 0.659
H: -1.758 1.438 -0.061
O: -0.364 -2.102 -1.945
H: -1.252 -2.382 -2.169
H: 0.132 -2.917 -1.866
O: -0.407 0.250 2.999
H: -0.897 0.675 2.296
H: -0.959 0.355 3.774
O: 1.811 2.045 2.209
H: 1.991 1.466 2.949
H: 1.032 1.673 1.796
O: 3.326 0.523 -0.008
H: 2.414 0.532 0.282
H: 3.686 1.352 0.306
O: 1.209 -1.682 1.978
H: 1.159 -1.101 1.219
H: 0.727 -1.223 2.665
O: -2.695 -1.410 0.336
H: -2.069 -2.104 0.133
H: -3.550 -1.792 0.138
O: 0.540 -0.059 -0.187
H: 0.123 -0.720 -0.740
H: 0.333 0.773 -0.612

In the Löwdin picture, each atom carries the following charge in e:
1 O -0.0517
2 H -0.0283
3 H 0.0378
4 O -0.0265
5 H 0.0772
6 H 0.0521
7 O -0.0534
8 H -0.0272
9 H 0.0049
10 O -0.0196
11 H 0.0629
12 H 0.0818
13 O -0.0441
14 H 0.0016
15 H 0.0634
16 O -0.0438
17 H 0.0407
18 H -0.0021
19 O -0.0624
20 H -0.0362
21 H 0.0245
22 O -0.0722
23 H -0.0343
24 H -0.0142
25 O -0.0162
26 H 0.0486
27 H 0.0679
28 O -0.0526
29 H 0.0071
30 H 0.0141

Entry x
# H20O10

A 10-piece molecular cluster, H20O10 overall (ωB97M-V/def2-TZVPD, the Open Molecules 2025 dataset).

Values from the calculation:
Structure (SMILES): O.O.O.O.O.O.O.O.O.O
HOMO energy in eV: -10.63
Multiplicity: 1
Frontier orbital gap in eV: 10.66

Atoms and positions in Å:
O: -2.540 0.662 2.832
H: -2.368 0.973 1.922
H: -2.427 -0.295 2.966
O: 1.519 -2.120 -1.131
H: 1.145 -2.290 -0.264
H: 1.925 -1.274 -0.938
O: -2.777 1.300 -0.269
H: -3.612 1.580 0.053
H: -2.995 1.494 -1.187
O: -1.557 -1.968 2.330
H: -2.270 -2.486 2.018
H: -1.064 -1.896 1.503
O: -0.254 1.933 -3.017
H: -0.757 2.549 -2.514
H: 0.627 1.729 -2.641
O: 0.022 0.468 0.563
H: -0.684 0.349 -0.134
H: 0.724 0.803 0.056
O: 3.536 -0.530 0.030
H: 3.360 -0.113 0.887
H: 4.316 -1.047 0.092
O: 0.741 -0.133 3.288
H: 0.348 0.563 2.711
H: 0.025 -0.530 3.764
O: 1.861 0.927 -1.568
H: 1.691 0.383 -2.317
H: 2.740 0.726 -1.278
O: -0.658 -0.809 -2.701
H: 0.115 -1.080 -2.253
H: -0.726 0.119 -2.789

In the Löwdin picture, each atom carries the following charge in e:
1 O -0.0814
2 H 0.0061
3 H 0.0045
4 O -0.0425
5 H 0.0473
6 H -0.0244
7 O -0.0280
8 H 0.0307
9 H 0.0527
10 O -0.0284
11 H 0.0338
12 H 0.0470
13 O -0.0397
14 H 0.0368
15 H 0.0199
16 O -0.0496
17 H 0.0494
18 H -0.0283
19 O -0.0208
20 H 0.0860
21 H 0.0538
22 O -0.0821
23 H 0.0215
24 H 0.0009
25 O -0.0305
26 H 0.0412
27 H 0.0339
28 O -0.0243
29 H -0.0436
30 H -0.0416

Which of them is the most stable? Correct choice: entry w.

Entry w
# C31H45F4N2Sb2SeSiV

C31H45F4N2Sb2SeSiV as an isolated structure (ωB97M-V/def2-TZVPD, the Open Molecules 2025 dataset).

Values from the calculation:
HOMO energy (alpha / beta) in eV: -3.51 / -4.66
Multiplicity: 4
Frontier orbital gap (alpha / beta) in eV: 6.01 / 7.15
Net charge: -1

Atoms and positions in Å:
V: 0.045 -1.198 -0.024
C: 3.374 -0.483 0.658
N: 2.258 -1.124 1.343
C: 2.258 -0.798 2.758
C: 2.374 -2.581 1.173
C: 1.200 -3.352 1.744
N: -0.080 -2.724 1.391
C: -1.194 -3.375 1.824
C: -2.449 -2.718 1.795
F: -2.506 -1.416 1.429
C: -3.639 -3.300 2.159
F: -4.759 -2.553 2.072
C: -3.714 -4.594 2.634
C: -2.508 -5.246 2.733
F: -2.476 -6.514 3.201
C: -1.300 -4.678 2.368
F: -0.210 -5.470 2.546
H: 4.340 -0.842 1.047
H: 3.326 0.598 0.804
H: 3.322 -0.698 -0.408
H: 3.125 -1.249 3.267
H: 1.348 -1.172 3.228
H: 2.304 0.282 2.898
H: 3.290 -2.951 1.667
H: 2.476 -2.769 0.108
H: 1.301 -3.419 2.835
H: 1.308 -4.371 1.368
H: -4.648 -5.060 2.906
C: -1.305 0.259 3.937
Sb: -0.626 0.859 1.989
C: -2.403 1.936 1.483
C: 0.606 2.509 2.774
C: 0.099 3.888 2.453
C: -0.858 4.459 3.293
C: -1.452 5.678 3.013
C: -1.089 6.358 1.858
C: -0.116 5.817 1.032
C: 0.510 4.598 1.310
C: 1.608 4.118 0.395
Sb: 1.157 2.347 -0.830
C: 2.530 2.880 -2.395
C: -0.536 3.326 -1.702
H: -1.869 1.075 4.391
H: -0.464 -0.004 4.580
H: -1.947 -0.613 3.820
H: -2.309 3.003 1.687
H: -3.212 1.519 2.083
H: -2.612 1.767 0.428
H: 1.618 2.345 2.406
H: 0.599 2.335 3.852
H: -1.160 3.909 4.179
H: -2.197 6.087 3.684
H: -1.549 7.306 1.607
H: 0.185 6.354 0.138
H: 2.515 3.881 0.961
H: 1.858 4.903 -0.321
H: 3.095 3.765 -2.094
H: 1.962 3.099 -3.299
H: 3.220 2.061 -2.599
H: -0.192 4.165 -2.310
H: -1.173 3.699 -0.897
H: -1.107 2.614 -2.293
C: 2.447 -3.571 -3.665
C: 1.569 -4.251 -2.826
C: 0.881 -3.569 -1.828
C: 1.001 -2.181 -1.593
C: 1.894 -1.542 -2.480
C: 2.604 -2.202 -3.484
H: 2.991 -4.096 -4.442
H: 1.421 -5.319 -2.953
H: 0.206 -4.145 -1.198
H: 2.038 -0.464 -2.401
H: 3.273 -1.645 -4.133
C: -1.317 -2.136 -4.322
Si: -1.558 -0.398 -3.722
C: -0.183 0.648 -4.423
C: -3.144 0.274 -4.429
Se: -1.749 -0.287 -1.504
H: -1.363 -2.189 -5.417
H: -2.088 -2.790 -3.904
H: -0.341 -2.508 -3.992
H: -0.325 0.782 -5.503
H: 0.784 0.175 -4.256
H: -0.169 1.639 -3.958
H: -3.179 0.153 -5.518
H: -3.239 1.339 -4.195
H: -4.002 -0.242 -3.989

In the Löwdin picture, each atom carries the following charge in e:
1 V 0.1921
2 C -0.1032
3 N -0.2929
4 C -0.1246
5 C -0.2193
6 C -0.2302
7 N -0.0821
8 C -0.1760
9 C -0.1649
10 F -0.0341
11 C -0.2303
12 F 0.0743
13 C 0.0314
14 C -0.2344
15 F 0.0633
16 C -0.1393
17 F 0.0457
18 H 0.0909
19 H 0.0574
20 H 0.0694
21 H 0.0966
22 H 0.0646
23 H 0.0605
24 H 0.1239
25 H 0.0921
26 H 0.1115
27 H 0.1123
28 H 0.1221
29 C -0.3055
30 Sb 1.3313
31 C -0.2903
32 C -0.3160
33 C -0.2942
34 C -0.0786
35 C -0.1004
36 C -0.0988
37 C -0.0629
38 C -0.2805
39 C -0.3339
40 Sb 1.3152
41 C -0.3323
42 C -0.3230
43 H 0.0012
44 H -0.0022
45 H -0.0046
46 H -0.0057
47 H 0.0107
48 H -0.0434
49 H 0.0208
50 H 0.0547
51 H 0.1107
52 H 0.0959
53 H 0.0945
54 H 0.1067
55 H 0.0543
56 H 0.0464
57 H -0.0071
58 H -0.0047
59 H -0.0128
60 H 0.0110
61 H -0.0008
62 H -0.0458
63 C -0.1301
64 C -0.1212
65 C -0.1517
66 C -0.2909
67 C -0.1900
68 C -0.1213
69 H 0.0843
70 H 0.0893
71 H 0.0907
72 H 0.0558
73 H 0.0896
74 C -0.2114
75 Si 0.0526
76 C -0.2109
77 C -0.2499
78 Se 0.3584
79 H 0.0296
80 H 0.0331
81 H 0.0038
82 H 0.0314
83 H 0.0091
84 H -0.0028
85 H 0.0238
86 H 0.0210
87 H 0.0212

Entry x
# C31H45F4N2Sb2SeSiV

C31H45F4N2Sb2SeSiV as an isolated structure (ωB97M-V/def2-TZVPD, the Open Molecules 2025 dataset).

Values from the calculation:
HOMO energy (alpha / beta) in eV: -3.66 / -4.82
Multiplicity: 4
Frontier orbital gap (alpha / beta) in eV: 6.17 / 7.33
Net charge: -1

Atoms and positions in Å:
V: -0.860 0.111 -1.259
C: -1.054 -2.899 -2.248
N: -0.503 -1.614 -2.681
C: -1.036 -1.279 -4.006
C: 0.971 -1.705 -2.723
C: 1.671 -0.354 -2.791
N: 1.123 0.482 -1.749
C: 1.609 1.696 -1.467
C: 0.932 2.464 -0.487
F: -0.189 1.916 0.079
C: 1.347 3.695 -0.058
F: 0.636 4.328 0.892
C: 2.481 4.299 -0.580
C: 3.154 3.588 -1.554
F: 4.264 4.121 -2.106
C: 2.750 2.343 -1.991
F: 3.504 1.731 -2.941
H: -0.721 -3.710 -2.912
H: -2.140 -2.840 -2.257
H: -0.742 -3.111 -1.226
H: -0.829 -2.092 -4.717
H: -0.593 -0.354 -4.365
H: -2.110 -1.117 -3.931
H: 1.279 -2.333 -3.573
H: 1.282 -2.205 -1.803
H: 1.563 0.089 -3.792
H: 2.743 -0.551 -2.665
H: 2.808 5.273 -0.253
C: -2.174 -0.860 3.764
Sb: -0.354 -0.550 2.682
C: -0.027 1.432 3.442
C: 0.874 -1.598 4.191
C: 2.110 -0.877 4.606
C: 2.027 0.055 5.645
C: 3.116 0.804 6.051
C: 4.340 0.625 5.421
C: 4.447 -0.311 4.408
C: 3.357 -1.076 3.984
C: 3.564 -2.065 2.881
Sb: 2.955 -1.352 0.902
C: 4.850 -1.830 -0.007
C: 3.492 0.680 1.300
H: -2.032 -0.568 4.806
H: -2.465 -1.908 3.705
H: -2.958 -0.267 3.297
H: -0.268 1.507 4.502
H: -0.665 2.112 2.876
H: 1.011 1.729 3.292
H: 1.083 -2.589 3.788
H: 0.211 -1.721 5.050
H: 1.071 0.192 6.138
H: 3.011 1.522 6.854
H: 5.206 1.202 5.721
H: 5.407 -0.471 3.928
H: 3.040 -3.003 3.065
H: 4.628 -2.291 2.795
H: 5.668 -1.405 0.578
H: 4.887 -1.420 -1.017
H: 4.974 -2.911 -0.069
H: 4.456 0.718 1.805
H: 2.743 1.156 1.933
H: 3.550 1.228 0.360
C: -2.791 3.632 -4.297
C: -3.562 3.068 -3.289
C: -3.029 2.079 -2.468
C: -1.717 1.592 -2.598
C: -0.975 2.202 -3.626
C: -1.484 3.192 -4.461
H: -3.199 4.405 -4.939
H: -4.584 3.402 -3.137
H: -3.661 1.664 -1.687
H: 0.060 1.903 -3.787
H: -0.856 3.624 -5.235
C: -4.762 -3.552 -0.568
Si: -4.760 -1.677 -0.800
C: -4.888 -1.338 -2.651
C: -6.333 -1.034 0.013
Se: -2.988 -0.720 0.124
H: -5.680 -4.005 -0.955
H: -4.672 -3.802 0.491
H: -3.914 -4.009 -1.085
H: -5.874 -1.606 -3.042
H: -4.143 -1.910 -3.211
H: -4.706 -0.280 -2.855
H: -7.222 -1.523 -0.398
H: -6.426 0.043 -0.143
H: -6.307 -1.211 1.090

In the Löwdin picture, each atom carries the following charge in e:
1 V 0.4454
2 C -0.1028
3 N -0.3298
4 C -0.0733
5 C -0.2046
6 C -0.2390
7 N -0.0829
8 C -0.2317
9 C -0.1460
10 F -0.0031
11 C -0.2256
12 F 0.0822
13 C 0.0412
14 C -0.2320
15 F 0.0705
16 C -0.1549
17 F 0.0593
18 H 0.0923
19 H 0.0506
20 H 0.0882
21 H 0.0931
22 H 0.0714
23 H 0.0791
24 H 0.1240
25 H 0.0799
26 H 0.1096
27 H 0.1062
28 H 0.1229
29 C -0.3669
30 Sb 1.2606
31 C -0.3270
32 C -0.3314
33 C -0.2930
34 C -0.0759
35 C -0.0978
36 C -0.0996
37 C -0.0776
38 C -0.2967
39 C -0.3439
40 Sb 1.2930
41 C -0.3583
42 C -0.2995
43 H -0.0034
44 H -0.0005
45 H -0.0242
46 H -0.0004
47 H 0.0008
48 H -0.0103
49 H 0.0379
50 H 0.0510
51 H 0.1069
52 H 0.0958
53 H 0.0947
54 H 0.1067
55 H 0.0416
56 H 0.0491
57 H -0.0023
58 H -0.0125
59 H -0.0089
60 H 0.0080
61 H -0.0060
62 H -0.0071
63 C -0.1362
64 C -0.1247
65 C -0.1619
66 C -0.2084
67 C -0.1589
68 C -0.1236
69 H 0.0829
70 H 0.0868
71 H 0.0473
72 H 0.0712
73 H 0.0861
74 C -0.2386
75 Si 0.0325
76 C -0.2195
77 C -0.2448
78 Se 0.2708
79 H 0.0209
80 H 0.0192
81 H 0.0069
82 H 0.0235
83 H 0.0042
84 H 0.0132
85 H 0.0195
86 H 0.0205
87 H 0.0181

Which of them is the most stable? Correct choice: entry x.

Entry w
# CH5BO

CH5BO in the gas phase (ωB97M-V/def2-TZVPD, the Open Molecules 2025 dataset).

Values from the calculation:
Structure (SMILES): CBO
HOMO energy in eV: -9.77
Multiplicity: 1
Frontier orbital gap in eV: 10.36

Atoms and positions in Å:
B: 0.565 0.108 -0.164
C: -1.228 -0.234 0.198
O: 1.862 0.147 0.449
H: 0.714 0.304 -1.383
H: -1.240 0.552 0.848
H: -1.388 -1.130 0.753
H: -1.890 -0.331 -0.781
H: 2.606 0.583 0.079

In the Löwdin picture, each atom carries the following charge in e:
1 B -0.1207
2 C -0.0615
3 O 0.0236
4 H 0.0490
5 H -0.0332
6 H -0.0002
7 H 0.0877
8 H 0.0553

Entry x
# CH5BO

CH5BO in the gas phase (ωB97M-V/def2-TZVPD, the Open Molecules 2025 dataset).

Values from the calculation:
HOMO energy in eV: -8.24
Multiplicity: 1
Frontier orbital gap in eV: 8.67

Atoms and positions in Å:
B: -1.086 0.031 0.129
C: 1.138 -0.139 0.057
O: 0.361 1.162 0.113
H: -1.439 -0.396 -0.891
H: -1.688 -0.198 1.158
H: 1.567 -0.097 -1.008
H: 1.866 -0.065 0.873
H: 0.454 1.589 -0.760

In the Löwdin picture, each atom carries the following charge in e:
1 B 0.1008
2 C -0.0908
3 O -0.2059
4 H -0.0159
5 H 0.0107
6 H 0.0581
7 H 0.0309
8 H 0.1121

Which of them is the most stable? Correct choice: entry w.